Version w
The following is a DFT calculation (wB97M-V/def2-TZVPD) of a molecular structure, C2H3N3O.

CARTESIAN COORDINATES (ANGSTROEM)
N  0.8144  1.1338  -0.4094
C  -0.1328  0.1937  -0.5250
C  -0.4703  -0.9585  0.2356
N  -0.2784  -1.1134  1.5075
N  -0.1947  -1.3436  2.6171
O  -0.9493  0.2009  -1.5160
H  0.9157  1.7649  -1.1909
H  1.6074  0.9945  0.1947
H  -1.3122  -0.8724  -0.9137

## Properties
**HOMO-LUMO gap**: 9.04 eV
**Charge**: 0
**Highest occupied orbital energy**: -8.498 eV

Okay, here come the Mulliken numbers, in e, for every atom: atom 1 (N): -0.398, atom 2 (C): 0.554, atom 3 (C): -0.281, atom 4 (N): 0.505, atom 5 (N): -0.670, atom 6 (O): -0.565, atom 7 (H): 0.255, atom 8 (H): 0.227, atom 9 (H): 0.374

=====

Version x
The following is a DFT calculation (wB97M-V/def2-TZVPD) of a single C2H3N3O molecule.

CARTESIAN COORDINATES (ANGSTROEM)
N  -0.5835  -1.2308  -0.0799
C  1.4665  0.0471  -0.0758
N  -1.4556  -0.2119  -0.3783
N  0.5950  -0.6814  0.4793
C  -1.2907  0.9540  -0.0329
O  -1.4729  2.1044  0.0393
H  -0.9918  -1.8799  0.5881
H  1.3294  0.6731  -0.9591
H  2.4036  0.2253  0.4193

## Properties
**HOMO-LUMO gap**: 9.60 eV
**Charge**: 0
**Highest occupied orbital energy**: -9.120 eV
**Structure (SMILES)**: C=NNN=C=O

Okay, here come the Mulliken numbers, in e, for every atom: atom 1 (N): -0.042, atom 2 (C): -0.242, atom 3 (N): -0.305, atom 4 (N): -0.413, atom 5 (C): 0.573, atom 6 (O): -0.387, atom 7 (H): 0.270, atom 8 (H): 0.277, atom 9 (H): 0.269

=====

Comparing the structures above, version x comes out on top by 0.108 eV.